C74H152F6HgN9O12S2 | ωB97M-V/def2-TZVPD

Element x y z (Å)
Hg1 -0.04 0.80 -2.99
C1 0.21 2.13 1.48
F1 0.69 1.80 2.69
F2 -1.11 2.24 1.40
F3 0.65 3.43 1.25
S1 0.93 0.91 0.09
O1 1.76 1.61 -0.79
O2 1.70 -0.13 0.78
N1 -0.33 0.28 -0.90
S2 -1.12 -0.63 0.07
O3 -0.93 -0.55 1.51
O4 -2.47 -0.74 -0.47
C2 -0.35 -2.30 -0.64
F4 -0.99 -3.38 -0.20
F5 -0.38 -2.21 -1.98
F6 0.94 -2.50 -0.21
C3 1.99 -5.44 -5.06
C4 2.15 -6.31 -3.78
C5 1.48 -5.42 -2.74
C6 1.20 -6.08 -1.42
C7 0.47 -7.43 -1.70
C8 1.20 -8.40 -2.74
N2 1.40 -7.60 -3.93
O5 1.69 -8.35 -5.08
C9 2.47 -9.01 -2.16
C10 0.10 -9.52 -2.98
C11 3.71 -6.45 -3.49
H1 0.95 -5.18 -5.24
H2 2.28 -5.96 -5.98
H3 2.64 -4.56 -5.06
H4 2.15 -4.57 -2.64
H5 0.56 -5.00 -3.14
H6 0.56 -5.44 -0.81
H7 2.05 -6.38 -0.80
H8 -0.55 -7.21 -2.02
H9 0.39 -8.02 -0.79
H10 3.03 -9.30 -3.05
H11 3.08 -8.38 -1.52
H12 2.32 -9.82 -1.45
H13 -0.79 -9.14 -3.49
H14 0.48 -10.32 -3.61
H15 -0.12 -10.15 -2.12
H16 4.06 -5.46 -3.17
H17 4.24 -6.63 -4.43
H18 4.09 -7.15 -2.74
H19 0.83 -8.47 -5.50
C12 -4.36 -5.80 1.89
C13 -4.34 -4.29 2.18
C14 -4.09 -3.50 0.87
C15 -5.30 -3.25 -0.01
C16 -6.55 -2.67 0.77
C17 -6.80 -3.51 2.09
N3 -5.53 -3.68 2.84
O6 -5.75 -4.17 4.18
C18 -7.75 -2.67 2.90
C19 -7.44 -4.89 1.81
C20 -3.18 -3.98 3.05
H20 -3.39 -6.16 1.57
H21 -5.19 -6.01 1.22
H22 -4.66 -6.36 2.78
H23 -3.59 -2.55 1.03
H24 -3.47 -4.07 0.18
H25 -5.53 -4.16 -0.56
H26 -5.01 -2.60 -0.83
H27 -7.44 -2.85 0.16
H28 -6.42 -1.59 0.86
H29 -8.26 -3.34 3.59
H30 -7.19 -1.85 3.35
H31 -8.54 -2.26 2.26
H32 -7.23 -5.60 2.61
H33 -8.51 -4.72 1.75
H34 -7.12 -5.32 0.86
H35 -2.25 -4.34 2.61
H36 -3.11 -4.57 3.97
H37 -3.14 -2.96 3.44
H38 -5.20 -3.55 4.66
C21 -1.15 8.57 0.62
C22 -0.67 8.13 -0.75
C23 0.10 9.30 -1.40
C24 1.51 9.47 -0.89
C25 2.22 8.13 -1.14
C26 1.55 6.92 -0.43
N4 0.10 6.87 -0.87
O7 -0.58 5.72 -0.27
C27 2.29 5.72 -0.95
C28 1.82 7.09 1.09
C29 -1.96 8.01 -1.68
H39 -0.35 9.04 1.19
H40 -1.58 7.67 1.08
H41 -1.89 9.36 0.46
H42 0.12 9.19 -2.49
H43 -0.42 10.25 -1.24
H44 1.57 9.58 0.19
H45 2.00 10.26 -1.46
H46 3.19 8.21 -0.65
H47 2.27 8.00 -2.22
H48 2.06 5.49 -1.99
H49 3.36 5.72 -0.78
H50 2.02 4.87 -0.33
H51 1.42 7.96 1.61
H52 1.60 6.19 1.67
H53 2.87 7.27 1.31
H54 -2.42 8.96 -1.96
H55 -2.84 7.53 -1.25
H56 -1.69 7.53 -2.62
H57 -0.60 5.84 0.68
C30 5.89 1.30 1.71
C31 5.31 2.55 2.42
C32 5.52 2.22 3.95
C33 5.27 3.44 4.72
C34 6.13 4.71 4.34
C35 5.96 5.06 2.88
N5 6.00 3.80 2.07
O8 5.92 3.98 0.72
C36 4.59 5.79 2.61
C37 7.14 5.98 2.48
C38 3.76 2.50 2.05
H58 6.80 1.47 1.14
H59 5.14 0.95 1.00
H60 6.29 0.56 2.41
H61 4.87 1.39 4.20
H62 6.54 1.93 4.17
H63 5.60 3.12 5.71
H64 4.25 3.63 5.03
H65 7.17 4.55 4.63
H66 5.73 5.57 4.89
H67 4.38 5.96 1.55
H68 3.74 5.31 3.09
H69 4.64 6.82 2.97
H70 7.98 5.32 2.25
H71 6.83 6.58 1.62
H72 7.46 6.57 3.33
H73 3.16 1.61 2.22
H74 3.75 2.64 0.97
H75 3.25 3.33 2.54
H76 6.81 3.80 0.41
C39 -4.71 -7.95 -3.79
C40 -4.93 -6.79 -2.81
C41 -3.62 -6.51 -2.00
C42 -2.64 -5.65 -2.81
C43 -3.33 -4.35 -3.27
C44 -4.53 -4.62 -4.20
N6 -5.43 -5.60 -3.51
O9 -6.68 -5.81 -4.22
C45 -5.24 -3.25 -4.18
C46 -4.17 -4.94 -5.64
C47 -5.97 -7.11 -1.72
H77 -5.63 -8.24 -4.29
H78 -4.30 -8.78 -3.22
H79 -4.00 -7.57 -4.53
H80 -3.75 -5.95 -1.08
H81 -3.27 -7.50 -1.69
H82 -2.31 -6.28 -3.63
H83 -1.75 -5.42 -2.22
H84 -2.54 -3.78 -3.77
H85 -3.59 -3.87 -2.33
H86 -4.58 -2.41 -4.37
H87 -6.14 -3.22 -4.78
H88 -5.55 -3.02 -3.16
H89 -4.04 -4.04 -6.24
H90 -3.35 -5.65 -5.77
H91 -5.08 -5.34 -6.08
H92 -6.09 -6.26 -1.05
H93 -5.50 -7.89 -1.12
H94 -6.94 -7.45 -2.07
H95 -7.39 -5.62 -3.60
C48 6.45 -2.22 -0.19
C49 5.25 -3.21 -0.09
C50 5.72 -4.58 -0.52
C51 4.87 -5.79 0.01
C52 4.74 -5.69 1.62
C53 4.16 -4.26 2.04
N7 4.83 -3.21 1.30
O10 4.62 -1.91 1.78
C54 2.68 -4.21 1.85
C55 4.53 -4.14 3.44
C56 4.06 -2.67 -0.91
H96 6.25 -1.15 -0.21
H97 7.09 -2.26 -1.08
H98 7.28 -2.38 0.50
H99 5.73 -4.63 -1.61
H100 6.74 -4.84 -0.24
H101 5.24 -6.78 -0.25
H102 3.90 -5.59 -0.45
H103 5.71 -5.71 2.10
H104 4.03 -6.42 2.01
H105 2.27 -3.23 2.05
H106 2.38 -4.34 0.81
H107 2.19 -4.93 2.51
H108 3.98 -3.32 3.89
H109 4.40 -5.09 3.95
H110 5.57 -3.83 3.57
H111 3.31 -3.44 -1.09
H112 4.37 -2.24 -1.86
H113 3.43 -1.90 -0.44
H114 3.79 -1.61 1.40
C57 -1.07 7.67 5.35
C58 -1.64 6.25 5.73
C59 -2.16 5.62 4.38
C60 -1.04 5.13 3.47
C61 -0.03 4.28 4.25
C62 0.47 4.82 5.58
N8 -0.68 5.33 6.38
O11 -0.36 5.71 7.71
C63 1.07 3.55 6.30
C64 1.64 5.83 5.32
C65 -2.91 6.45 6.57
H115 -0.42 8.05 6.14
H116 -1.87 8.40 5.23
H117 -0.58 7.68 4.38
H118 -2.81 4.80 4.70
H119 -2.70 6.26 3.68
H120 -0.54 6.00 3.05
H121 -1.57 4.61 2.67
H122 0.83 4.30 3.58
H123 -0.54 3.33 4.42
H124 1.74 2.97 5.66
H125 1.52 3.78 7.26
H126 0.28 2.81 6.42
H127 1.94 6.32 6.24
H128 2.56 5.32 5.02
H129 1.33 6.64 4.66
H130 -3.28 5.52 6.99
H131 -3.77 6.94 6.11
H132 -2.60 7.08 7.41
H133 -1.08 5.41 8.27
C66 -2.96 4.52 -2.66
C67 -2.57 3.18 -3.18
C68 -3.30 2.85 -4.54
C69 -2.86 3.76 -5.69
C70 -1.31 3.65 -5.86
C71 -0.46 3.79 -4.58
N9 -1.07 3.00 -3.46
O12 -0.30 3.08 -2.30
C72 0.98 3.07 -4.81
C73 -0.22 5.31 -4.43
C74 -3.07 2.04 -2.16
H134 -2.14 5.04 -2.16
H135 -3.42 5.16 -3.41
H136 -3.68 4.40 -1.86
H137 -3.19 1.83 -4.92
H138 -4.37 2.85 -4.36
H139 -3.36 3.54 -6.63
H140 -3.18 4.76 -5.38
H141 -1.05 4.46 -6.54
H142 -1.10 2.75 -6.44
H143 1.53 2.87 -3.89
H144 1.66 3.62 -5.47
H145 0.81 2.15 -5.36
H146 0.08 5.61 -3.42
H147 -1.14 5.86 -4.59
H148 0.64 5.71 -4.96
H149 -4.10 2.18 -1.83
H150 -2.95 1.04 -2.57
H151 -2.50 1.93 -1.23
H152 -0.46 3.98 -2.00

Its spin multiplicity is 2. The HOMO energy (spin up / spin down) is -7.484 / -7.484 eV. Its charge is 0. The expectation value of S² is 0.753.

***

C22H34NOP3Tb | ωB97M-V/def2-TZVPD

Element x y z (Å)
C1 -1.10 3.42 -2.71
C2 -0.87 2.06 -2.46
C3 0.40 1.54 -2.74
C4 1.49 2.37 -3.21
C5 1.19 3.74 -3.44
C6 -0.10 4.24 -3.20
C7 2.75 1.80 -3.38
C8 2.97 0.45 -3.09
C9 1.86 -0.36 -2.64
C10 2.01 -1.70 -2.28
C11 3.29 -2.28 -2.39
C12 4.36 -1.55 -2.84
C13 4.23 -0.19 -3.18
H1 -2.09 3.82 -2.49
H2 1.98 4.40 -3.81
H3 -0.30 5.29 -3.39
H4 3.57 2.41 -3.74
H5 3.40 -3.32 -2.11
H6 5.35 -2.01 -2.92
H7 5.10 0.39 -3.53
N1 0.62 0.21 -2.50
Tb1 0.40 0.03 1.24
C14 -1.93 1.15 -1.82
H8 -1.82 0.14 -2.24
H9 -2.92 1.53 -1.98
C15 0.79 -2.47 -1.73
H10 -0.10 -2.13 -2.28
H11 0.93 -3.53 -1.82
P1 -1.85 1.04 -0.05
P2 0.47 -2.27 -0.02
C16 1.78 -3.09 0.85
H12 1.63 -3.10 1.94
H13 1.77 -4.11 0.48
H14 2.76 -2.64 0.65
C17 -1.01 -3.15 0.30
H15 -0.81 -4.18 0.00
H16 -1.31 -3.14 1.36
H17 -1.85 -2.76 -0.29
C18 -2.08 2.70 0.57
H18 -3.01 3.05 0.13
H19 -2.15 2.71 1.67
H20 -1.25 3.36 0.29
C19 -3.24 0.10 0.46
H21 -3.31 -0.02 1.55
H22 -4.12 0.65 0.11
H23 -3.24 -0.90 0.02
H24 1.27 0.91 -0.29
H25 0.28 1.73 1.82
C20 -1.90 1.08 3.97
P3 -1.12 -0.57 3.99
C21 0.52 -0.49 4.74
C22 -2.15 -1.84 4.70
O1 -0.86 -1.03 2.53
H26 -2.88 1.10 3.43
H27 -1.25 1.85 3.50
H28 -2.09 1.41 4.99
H29 0.45 -0.20 5.78
H30 1.03 -1.47 4.68
H31 1.18 0.24 4.22
H32 -3.12 -1.95 4.17
H33 -1.65 -2.84 4.65
H34 -2.36 -1.64 5.75

The value obtained for the energy relative to the best compared isomer or geometry (same formula, charge and spin) is 419.87 kJ/mol. Its spin multiplicity is 7. The HOMO energy (spin up / spin down) is -9.445 / -9.221 eV. Its charge is +1. The expectation value of S² is 12.735.

***

C3H8N2 | ωB97M-V/def2-TZVPD

Element x y z (Å)
C1 -2.39 2.52 0.73
C2 -3.04 1.43 0.40
N1 -3.57 0.44 1.25
H1 -2.71 3.00 1.65
H2 -1.51 2.93 0.21
H3 -2.68 0.91 -0.47
H4 -3.71 0.65 2.19
H5 -3.39 -0.50 1.00
C3 4.26 -2.45 -1.44
N2 5.03 -1.43 -1.55
H6 3.79 -2.66 -2.48
H7 4.12 -3.27 -0.58
H8 5.80 -1.56 -0.92

The value obtained for the energy relative to the best compared isomer or geometry (same formula, charge and spin) is 396.25 kJ/mol. The HOMO energy is -8.130 eV. Its charge is 0. The SMILES is C=CN.C=N.

***

C10H10FNO2 | ωB97M-V/def2-TZVPD

Element x y z (Å)
O1 3.44 -1.79 -0.17
C1 3.09 -0.66 -0.13
O2 3.84 0.45 0.21
C2 1.64 -0.31 -0.52
C3 0.85 -0.93 0.64
C4 -0.63 -0.63 0.39
C5 -1.69 -1.52 0.49
C6 -3.01 -1.12 0.33
C7 -3.31 0.15 -0.05
C8 -2.33 1.05 -0.35
C9 -1.03 0.66 -0.07
C10 0.28 1.75 -0.27
F1 0.37 2.35 0.99
N1 1.52 1.12 -0.69
H1 3.26 1.17 0.37
H2 1.53 -0.86 -1.42
H3 1.27 -0.60 1.65
H4 1.11 -2.07 0.70
H5 -1.43 -2.58 0.61
H6 -3.66 -1.98 0.26
H7 -4.34 0.38 -0.23
H8 -2.53 2.11 -0.29
H9 -0.15 2.51 -0.91
H10 1.90 1.36 -1.55

The value obtained for the energy relative to the best compared isomer or geometry (same formula, charge and spin) is 0.00 kJ/mol. The HOMO energy is -9.525 eV. Its charge is 0. The SMILES is O=C(O)[C@H]1Cc2ccccc2[C@@H](F)N1.

***

C5H11O2 | ωB97M-V/def2-TZVPD

Element x y z (Å)
C1 2.25 1.50 -1.39
C2 2.12 0.36 -2.39
H1 3.13 1.43 -0.74
H2 2.24 2.49 -1.84
H3 1.46 1.58 -0.64
H4 2.42 -0.59 -1.93
H5 2.81 0.51 -3.22
H6 1.10 0.30 -2.77
C3 -0.62 -1.22 0.42
C4 -1.87 -1.42 -0.44
C5 -0.75 0.00 1.32
O1 -1.72 -0.12 2.19
O2 -0.09 1.00 1.25
H7 -0.32 -2.09 1.00
H8 0.20 -0.95 -0.25
H9 -1.98 -0.58 -1.13
H10 -2.79 -1.47 0.14
H11 -1.80 -2.35 -1.00

The value obtained for the energy relative to the best compared isomer or geometry (same formula, charge and spin) is 9.31 kJ/mol. Its spin multiplicity is 2. The HOMO energy (spin up / spin down) is -10.893 / -10.619 eV. Its charge is 0. The expectation value of S² is 0.754.

***

C2H9N3O2S | ωB97M-V/def2-TZVPD

Element x y z (Å)
C1 -0.94 -1.39 0.47
C2 -1.74 0.79 0.06
N1 -3.09 0.26 0.05
N2 2.21 0.14 -1.31
N3 -0.71 -0.17 0.30
O1 2.60 1.32 0.84
O2 3.64 -0.93 0.49
S1 2.25 -0.01 0.41
H1 4.43 -0.38 0.40
H2 -1.93 -1.85 0.43
H3 -0.09 -2.04 0.65
H4 -1.54 1.21 -0.93
H5 -1.57 1.59 0.79
H6 -3.74 0.95 -0.30
H7 -3.38 0.01 0.99
H8 1.94 1.06 -1.59
H9 1.64 -0.57 -1.75

The value obtained for the energy relative to the best compared isomer or geometry (same formula, charge and spin) is 30.35 kJ/mol. The HOMO energy is -9.460 eV. Its charge is 0.

***

C4H4O3S | ωB97M-V/def2-TZVPD

Element x y z (Å)
O1 0.28 -3.12 0.13
C1 0.58 -1.98 0.01
C2 -0.26 -0.70 -0.34
C3 0.63 0.37 0.18
C4 2.00 -0.18 -0.03
O2 2.79 0.14 -1.08
S1 3.48 0.60 0.42
O3 1.84 -1.62 0.17
H1 -0.45 -0.67 -1.45
H2 -1.14 -0.75 0.26
H3 0.52 1.43 -0.36
H4 0.48 0.50 1.20

The value obtained for the energy relative to the best compared isomer or geometry (same formula, charge and spin) is 191.26 kJ/mol. The HOMO energy is -9.536 eV. Its charge is 0. The SMILES is O=C1CC[C@]2(OS2)O1.

***

C2H4NOS2 | ωB97M-V/def2-TZVPD

Element x y z (Å)
C1 1.51 -0.08 0.08
C2 -1.00 -0.79 -0.04
N1 -0.34 1.87 -0.57
O1 1.47 0.61 1.19
S1 2.56 -1.23 -0.40
S2 0.02 0.42 -1.01
H1 -0.73 -1.85 -0.03
H2 -2.02 -0.51 -0.50
H3 -1.08 -0.38 0.92
H4 -0.40 1.93 0.38

The value obtained for the energy relative to the best compared isomer or geometry (same formula, charge and spin) is 269.59 kJ/mol. Its spin multiplicity is 3. The HOMO energy (spin up / spin down) is -0.459 / -3.791 eV. Its charge is -1. The expectation value of S² is 2.009.

***

C16H24BF13N | ωB97M-V/def2-TZVPD

Element x y z (Å)
C1 5.11 2.48 0.81
C2 3.92 1.70 1.43
C3 3.59 0.40 0.65
C4 2.16 -0.08 1.02
B1 1.28 -0.76 -0.22
C5 0.59 0.49 -1.07
C6 1.53 1.14 -2.13
C7 2.26 -1.71 -1.16
C8 1.52 -2.36 -2.35
N1 0.96 -3.69 -2.03
C9 0.18 -1.77 0.52
C10 -1.18 -1.96 -0.17
C11 -2.28 -1.09 0.43
F1 -1.74 0.02 0.94
F2 -2.88 -1.83 1.39
C12 -3.40 -0.76 -0.59
F3 -2.96 -0.50 -1.79
F4 -4.11 -1.90 -0.72
C13 -4.47 0.29 -0.14
F5 -5.28 0.39 -1.21
F6 -5.23 -0.25 0.81
C14 -3.97 1.74 0.15
F7 -2.86 1.91 -0.55
F8 -4.83 2.58 -0.42
C15 -3.71 2.26 1.61
F9 -2.43 2.51 1.76
F10 -4.30 3.44 1.75
C16 -4.16 1.43 2.84
F11 -5.47 1.40 2.88
F12 -3.78 2.10 3.92
F13 -3.64 0.25 2.92
H1 5.76 2.83 1.61
H2 5.65 1.80 0.16
H3 4.74 3.34 0.26
H4 4.10 1.45 2.48
H5 3.01 2.30 1.43
H6 3.74 0.57 -0.41
H7 4.34 -0.32 0.99
H8 2.29 -0.90 1.75
H9 1.58 0.68 1.56
H10 0.38 1.29 -0.35
H11 -0.33 0.25 -1.61
H12 0.89 1.81 -2.73
H13 1.92 0.41 -2.84
H14 2.29 1.78 -1.69
H15 2.68 -2.50 -0.51
H16 3.10 -1.16 -1.60
H17 2.27 -2.49 -3.15
H18 0.76 -1.68 -2.74
H19 1.75 -4.31 -1.89
H20 0.47 -4.03 -2.85
H21 0.09 -1.48 1.58
H22 0.64 -2.76 0.55
H23 -1.06 -1.79 -1.24
H24 -1.47 -3.00 -0.06

The HOMO energy is -4.670 eV. Its charge is -1.

***

C5H9FO2 | ωB97M-V/def2-TZVPD

Element x y z (Å)
F1 -0.70 1.48 -1.20
C1 -0.37 0.13 -1.38
C2 -1.29 -0.70 -0.52
O1 -1.02 -1.02 0.82
C3 -0.43 0.02 1.57
C4 1.10 0.27 1.29
O2 1.49 -0.45 0.20
C5 1.13 -0.04 -1.07
H1 -0.55 -0.14 -2.45
H2 -1.56 -1.67 -0.95
H3 -2.20 0.02 -0.51
H4 -1.03 0.92 1.39
H5 -0.54 -0.25 2.61
H6 1.61 -0.01 2.22
H7 1.24 1.36 1.10
H8 1.69 0.91 -1.36
H9 1.43 -0.83 -1.77

The value obtained for the energy relative to the best compared isomer or geometry (same formula, charge and spin) is 163.75 kJ/mol. The HOMO energy is -9.741 eV. Its charge is 0. The SMILES is FC1COCCOC1.

***

CH3Cl2OP | ωB97M-V/def2-TZVPD

Element x y z (Å)
C1 0.41 0.03 0.05
O1 1.73 0.00 -0.31
P1 2.84 -0.13 0.80
Cl1 -0.86 2.81 0.10
Cl2 4.25 0.37 -0.44
H1 -0.19 1.19 0.00
H2 0.30 -0.31 1.06
H3 -0.19 -0.56 -0.53

The value obtained for the energy relative to the best compared isomer or geometry (same formula, charge and spin) is 449.09 kJ/mol. The HOMO energy (spin up / spin down) is -8.141 / -9.835 eV. Its charge is 0.